1.
Below is a structure of composition C40H31AsBrCl3GeN3OReS, with properties calculated with wB97M-V/def2-TZVPD.

Structure (ORCA input):
```
! wB97M-V def2-TZVPD RIJCOSX def2/J DEFGRID3
* xyz 2 3
Re 0.063 0.154 -0.249
Br 0.016 -5.111 5.122
As 1.039 2.431 0.601
Ge 0.808 -2.295 -1.149
Cl 1.865 -2.222 -3.005
Cl -0.850 -3.567 -1.658
Cl 1.968 -3.418 0.231
S 2.447 -0.156 -0.537
O 0.435 -0.257 1.631
N -1.876 1.255 -0.511
N -1.552 -1.186 0.192
N -0.025 0.473 -2.395
C -2.917 0.416 -0.839
C 0.562 4.220 0.047
C 5.082 3.443 0.363
C -0.529 2.474 2.996
C 0.227 0.673 -6.686
C -0.865 -0.113 -4.557
C 1.859 2.347 3.356
C 3.433 1.259 -0.140
C 0.081 6.499 0.633
C 0.126 0.631 -5.194
C 0.931 1.200 -3.005
C 0.632 4.579 -1.299
C 0.771 2.434 2.500
C 0.107 -3.599 4.016
C 3.717 3.557 0.553
C -0.908 -0.173 -3.186
C 1.025 1.306 -4.374
C -2.083 2.551 -0.687
C 1.169 -1.485 3.489
C -4.880 -1.421 -1.532
C 2.907 2.450 0.307
C 4.809 1.143 -0.333
C 1.072 -2.606 4.276
C 0.326 -1.338 2.385
C -0.740 2.433 4.365
C -2.745 -0.939 -0.544
C -5.092 -0.094 -1.781
C 0.288 5.178 1.017
C 0.346 2.349 5.230
C 1.638 2.310 4.729
C -0.650 -2.311 2.136
C -4.264 2.252 -1.618
C -3.697 -1.855 -0.893
C -1.618 -2.080 1.142
C 0.423 5.896 -1.672
C -4.110 0.862 -1.427
C 5.620 2.235 -0.076
C 0.147 6.857 -0.704
C -3.263 3.088 -1.222
C -0.764 -3.444 2.978
H 0.240 4.909 2.063
H 0.181 2.321 6.299
H 5.727 4.290 0.552
H 2.481 2.255 5.405
H -1.662 -0.772 -2.695
H 1.745 -2.735 5.114
H -6.010 0.242 -2.243
H 3.287 4.491 0.894
H -0.729 0.954 -7.130
H 0.485 6.178 -2.715
H 1.656 1.686 -2.369
H 0.478 -0.320 -7.065
H -1.529 -4.184 2.782
H -0.013 7.886 -0.996
H 5.233 0.211 -0.686
H 1.821 1.903 -4.799
H -5.174 2.636 -2.063
H -3.553 -2.907 -0.689
H -5.625 -2.153 -1.810
H 1.902 -0.714 3.686
H -1.292 3.225 -0.416
H 0.851 3.842 -2.062
H 2.869 2.315 2.969
H -0.126 7.247 1.386
H -3.342 4.161 -1.325
H -1.594 -0.672 -5.129
H -1.379 2.540 2.324
H 6.688 2.146 -0.227
H 0.990 1.371 -7.021
H -2.539 -2.653 1.203
H -1.747 2.472 4.758
*
```

HOMO level (spin up / spin down): -12.91 / -13.01 eV
⟨S²⟩: 2.027
E: -286422.268 eV
HOMO-LUMO gap (spin up / spin down): 0.2443 / 0.2145 Eh
Lowest unoccupied orbital energy (spin up / spin down): -6.3 / -7.2 eV

=====

2.
Below is a structure of composition C40H31Br2CrN3O3P2, with properties calculated with wB97M-V/def2-TZVPD.

Structure (ORCA input):
```
! wB97M-V def2-TZVPD RIJCOSX def2/J DEFGRID3
* xyz 1 2
Br -0.215 4.477 -5.881
Br 0.989 5.971 -0.600
Cr 0.833 1.159 0.265
P 0.428 -1.352 0.848
P -1.485 0.477 0.053
O 1.582 1.480 4.181
O 1.055 2.911 -0.170
O 0.577 1.352 2.167
N 0.725 1.058 -1.859
N -1.236 -1.125 0.584
N 2.786 0.959 0.931
C 0.501 -4.154 0.597
C 2.054 -2.428 4.397
C 0.094 0.139 -4.192
C -4.879 2.246 2.554
C 5.273 0.866 2.118
C -2.932 1.090 -2.256
C -3.221 1.022 -3.700
C -0.365 -1.352 3.538
C -2.856 1.167 0.988
C -1.324 -0.528 -4.032
C 1.750 -5.309 -1.103
C 1.080 -2.071 5.320
C 0.896 -5.336 -0.007
C 2.222 -4.101 -1.590
C 3.879 0.767 0.186
C -2.499 0.267 -4.520
C 0.430 4.932 -3.203
C -2.550 2.094 1.980
C -3.564 2.633 2.760
C -0.127 -1.539 4.891
C 5.140 0.717 0.742
C 0.735 4.592 -1.830
C 0.206 3.979 -4.111
C 1.815 -2.257 3.041
C 0.262 2.565 -3.761
C 0.811 3.312 -1.415
C -1.120 -0.587 -2.487
C 2.915 1.108 2.253
C 1.604 1.335 2.987
C -5.190 1.312 1.569
C 0.054 1.561 -4.614
C 0.939 -2.927 0.092
C 0.355 -0.084 -2.679
C -1.996 0.338 -1.677
C 0.598 2.248 -2.364
C -2.272 -2.138 0.771
C 4.138 1.065 2.886
C -4.183 0.774 0.785
C 0.600 -1.722 2.609
C 1.818 -2.914 -0.992
H -5.667 2.669 3.163
H -0.154 1.772 -5.657
H 4.166 1.192 3.960
H -1.159 -1.595 -2.068
H 2.062 -6.236 -1.566
H -0.879 -1.250 5.613
H 2.996 -2.842 4.732
H 6.250 0.829 2.580
H 2.910 -4.083 -2.425
H -1.293 -0.899 3.207
H -3.521 1.772 -1.653
H 0.550 -6.283 0.385
H 3.726 0.662 -0.881
H 2.214 -1.972 -1.342
H -2.379 -2.766 -0.117
H -4.054 1.600 -4.079
H 1.062 -0.884 -2.504
H 1.265 -2.201 6.378
H -3.226 -1.660 0.987
H -2.736 0.219 -5.577
H 0.377 5.976 -3.475
H 2.568 -2.549 2.317
H 6.002 0.568 0.108
H -1.333 -1.520 -4.482
H -1.516 2.375 2.154
H -4.432 0.060 0.009
H 0.757 -0.414 -4.860
H -3.322 3.357 3.527
H -2.024 -2.771 1.622
H -6.216 1.005 1.413
H -0.126 -4.183 1.480
*
```

HOMO level (spin up / spin down): -10.38 / -10.48 eV
⟨S²⟩: 0.759
E: -239675.896 eV
HOMO-LUMO gap (spin up / spin down): 0.2401 / 0.2457 Eh
Lowest unoccupied orbital energy (spin up / spin down): -3.8 / -3.8 eV

=====

Sequential energy relative to the best compared isomer or geometry (same formula, charge and spin) output: 1.9972, 2.2457 eV